Formula: C34H43Cl2N2OP3Sn
Source: the Open Molecules 2025 dataset
Level of theory: the ωB97M-V functional and the def2-TZVPD basis

The value obtained for the highest occupied orbital energy is -12.2 eV. The net charge is +2. The strongest force on any atom is 0.0316 hartree/bohr. The calculation puts the lowest unoccupied orbital energy at -0.214 Ha. The calculation puts the gap between HOMO and LUMO at 6.37 eV. As for the spin multiplicity: 1.

Geometry (Å):
Sn 0.26604 -0.43070 3.45880
Cl -0.40208 -1.11649 5.66157
Cl 2.44282 0.49604 3.91827
P 1.35908 1.14350 -2.43552
P 1.59997 -2.69362 3.29867
P -3.70538 -2.19099 1.20158
O -2.13660 0.09019 -0.33789
N -0.70773 1.65164 3.94335
N 0.23766 1.88429 6.03289
C -1.62975 -1.22856 2.77236
C 0.29633 4.38221 -4.86669
C 0.99333 -1.52864 -3.05841
C 0.58847 -2.62577 -3.81652
C -4.21337 -3.08020 2.66545
C -3.54857 -3.33882 -0.17003
C 4.71513 0.93390 -4.92514
C 0.68313 -0.21992 -3.48639
C -0.49986 2.41809 5.04901
C -0.98986 3.75253 5.12837
C 3.44061 0.68472 -4.39823
C -1.42284 2.17483 2.92140
C 5.18148 2.45414 -3.09495
C 2.46856 -3.14246 4.83209
C -0.76490 2.90787 -2.73185
C -1.25711 -0.89320 0.31289
C 5.58130 1.82021 -4.27703
C 3.91682 2.20998 -2.56162
C -4.88766 -0.89773 0.82512
C 1.04681 3.34579 -4.29634
C 1.10564 0.33371 0.77424
C 0.56184 -4.13162 2.90620
C 2.89333 -2.64071 2.02909
C -1.73401 4.27489 4.07561
C -1.95989 3.45985 2.96053
C -0.98819 4.66176 -4.38925
C -0.47791 -1.14550 -5.41018
C 0.51186 2.58459 -3.24083
C -1.51451 3.92576 -3.32179
C 0.04876 -0.25136 0.62420
C -0.06428 -0.03580 -4.66184
C 3.02786 1.33184 -3.22016
C -2.05895 -1.41426 1.52277
C -0.14473 -2.43779 -4.99284
H -0.45872 -3.30001 -5.58292
H -2.12357 5.30197 4.10308
H 1.73624 -3.31856 5.63132
H 5.01831 0.43385 -5.84424
H -2.52916 3.80694 2.09849
H 0.30896 0.85836 6.08366
H -1.05436 -0.99024 -6.32200
H -1.15829 2.35053 -1.87540
H -4.54426 -3.74527 -0.39949
H -0.31493 0.96879 -5.00863
H 3.42362 -3.60529 2.03820
H 1.20340 -5.02251 2.82238
H 3.59103 2.70761 -1.64410
H -1.57675 5.45971 -4.84236
H 3.05597 -4.05424 4.63955
H -3.51021 -3.88728 2.89957
H 5.85214 3.14746 -2.58475
H -5.81934 -1.34962 0.45898
H 0.72161 4.96288 -5.68490
H 2.04372 3.13166 -4.68730
H -5.20272 -3.52125 2.49244
H 3.58862 -1.82051 2.25329
H 2.03728 0.86693 0.68974
H -2.87549 -4.16267 0.10772
H -1.54520 1.53604 2.04008
H 6.57077 2.01387 -4.69153
H 0.03257 -3.96727 1.95635
H -1.73052 0.34865 -1.19042
H -4.27302 -2.40335 3.52324
H -5.09305 -0.31433 1.73214
H -2.23020 -1.57657 3.62218
H -0.18362 -4.28221 3.70073
H 2.44156 -2.46592 1.04326
H -4.45499 -0.23551 0.06449
H -1.08573 -1.76642 -0.36047
H 0.85772 -3.63021 -3.48555
H 1.57575 -1.66441 -2.14266
H -2.51469 4.14026 -2.94084
H 3.13432 -2.31922 5.12414
H 2.76972 -0.00205 -4.91868
H -0.74481 4.33097 6.01681
H -3.14821 -2.82134 -1.05214
H 0.34988 2.38161 6.89556

These are the Löwdin partial charges, in e, on atoms 1 to 8: number 1, Sn, carries 0.56; number 2, Cl, carries 0.15; number 3, Cl, carries 0.10; number 4, P, carries 1.09; number 5, P, carries 0.69; number 6, P, carries 0.90; number 7, O, carries -0.05; number 8, N, carries -0.03